# C13H22N2O4PSi2

A structure of composition C13H22N2O4PSi2 in a non-equilibrium geometry (ωB97M-V with the def2-TZVPD basis set, the OMol25 dataset).

Computed properties:
HOMO level = -3.5 eV
Electronic energy = -1839.3827 a.u.
Net charge = -1
2S+1 = 1

```
44
Properties=species:S:1:pos:R:3:mulliken_charge:R:1
N 2.54192 -3.06635 1.82778 -0.393
C 3.03405 -2.29339 1.16927 0.480
O 3.58834 -1.26686 0.51043 -0.384
C 3.61472 -0.19008 1.44842 0.510
C 2.52158 0.55613 1.61716 -0.453
C 2.64506 1.66875 2.69380 -0.022
O 2.16370 2.74081 2.57597 -0.448
C 3.45902 1.24472 3.95531 -0.355
C 4.55779 0.49405 3.77867 0.508
P 5.60798 -0.07329 5.20533 0.389
O 6.95985 0.55350 5.05836 -0.617
C 4.88138 0.09609 2.30504 0.081
O 5.98015 -0.00940 1.88632 -0.443
H 1.59948 0.35239 1.03813 0.656
H 3.10402 1.57030 4.94929 0.329
H 5.80839 -1.48802 5.14850 0.083
H 4.95347 0.31153 6.41099 0.070
C -0.37913 2.45088 -2.30374 -0.988
Si -1.74239 1.14765 -2.47850 0.104
C -1.37511 0.20078 -4.07055 -1.034
C -3.36528 2.08419 -2.70225 -1.066
N -1.73783 0.14804 -1.09242 -0.058
Si -2.85187 -1.14105 -0.93345 0.097
C -2.66063 -2.44979 -2.28057 -1.034
C -4.64797 -0.55895 -0.91728 -1.071
C -2.54428 -2.01442 0.71783 -0.981
H -0.36445 3.10793 -3.18155 0.260
H -0.55416 3.06686 -1.41669 0.235
H 0.59985 1.97505 -2.20398 0.213
H -1.17570 0.89900 -4.89285 0.355
H -2.21810 -0.42261 -4.37432 0.314
H -0.49522 -0.43435 -3.94955 0.232
H -3.66539 2.56868 -1.77056 0.243
H -4.17295 1.42442 -3.02421 0.318
H -3.25834 2.86175 -3.46891 0.346
H -3.02877 -2.09522 -3.24515 0.317
H -3.23743 -3.34787 -2.02605 0.352
H -1.61440 -2.74241 -2.39080 0.236
H -4.77936 0.26871 -0.21694 0.243
H -5.31193 -1.37420 -0.60374 0.344
H -4.97806 -0.23617 -1.90631 0.321
H -2.68529 -1.32401 1.55300 0.239
H -1.52949 -2.41724 0.75954 0.212
H -3.24723 -2.84656 0.84124 0.257
```